{"formula": "C21H42N7P2Pd", "method": "the ωB97M-V functional and the def2-TZVPD basis", "species": ["Pd", "C", "P", "C", "C", "C", "C", "C", "C", "C", "P", "C", "C", "H", "H", "H", "H", "H", "H", "H", "H", "H", "H", "H", "H", "H", "H", "H", "H", "N", "C", "C", "C", "N", "C", "C", "N", "C", "H", "H", "H", "H", "H", "H", "H", "H", "H", "H", "H", "H", "H", "H", "H", "H", "C", "C", "C", "C", "N", "C", "N", "N", "N", "H", "H", "H", "H", "H", "H", "H", "H", "H", "H"], "positions_angstrom": [[-0.31, 0.29, -0.06], [-2.12, 0.39, 3.38], [-1.32, 1.25, 1.97], [-2.30, 2.79, 1.95], [0.26, 1.77, 2.78], [0.33, 2.91, 3.58], [1.53, 3.32, 4.14], [2.68, 2.58, 3.92], [2.62, 1.43, 3.13], [1.42, 1.02, 2.55], [1.38, -0.46, 1.42], [1.23, -1.82, 2.64], [3.14, -0.62, 0.95], [-2.14, 1.02, 4.27], [-1.58, -0.53, 3.62], [-3.14, 0.12, 3.11], [-2.52, 3.21, 2.94], [-3.25, 2.56, 1.46], [-1.79, 3.54, 1.34], [-0.56, 3.49, 3.77], [1.56, 4.21, 4.75], [3.62, 2.88, 4.36], [3.52, 0.87, 2.98], [1.90, -1.65, 3.49], [1.50, -2.76, 2.16], [0.21, -1.90, 3.00], [3.81, -0.83, 1.79], [3.44, 0.31, 0.46], [3.21, -1.43, 0.23], [4.98, 2.53, -3.05], [3.53, 2.21, -2.70], [2.87, 1.44, -3.81], [1.52, 0.93, -3.27], [1.80, -0.08, -2.26], [0.71, 2.12, -2.74], [1.43, 3.08, -1.78], [1.68, 2.50, -0.47], [2.79, 3.49, -2.39], [5.51, 1.67, -3.23], [5.44, 3.03, -2.29], [5.03, 3.11, -3.89], [3.57, 1.59, -1.80], [3.48, 0.59, -4.14], [2.71, 2.10, -4.68], [0.96, 0.53, -4.12], [1.93, -0.99, -2.69], [1.04, -0.19, -1.56], [-0.19, 1.75, -2.24], [0.38, 2.70, -3.60], [0.81, 3.99, -1.72], [0.92, 1.84, -0.18], [1.72, 3.21, 0.25], [3.33, 4.12, -1.67], [2.63, 4.07, -3.31], [-2.24, -0.54, -5.89], [-3.37, 0.46, -5.71], [-2.84, 1.89, -5.64], [-4.25, 0.12, -4.51], [-3.51, 0.06, -3.25], [-2.85, -0.94, -2.68], [-2.27, -0.53, -1.57], [-2.61, 0.79, -1.49], [-3.34, 1.15, -2.49], [-1.73, -0.37, -6.84], [-2.60, -1.57, -5.90], [-1.50, -0.45, -5.10], [-4.04, 0.39, -6.57], [-2.25, 2.05, -4.72], [-3.64, 2.62, -5.64], [-2.19, 2.10, -6.49], [-4.73, -0.85, -4.64], [-5.03, 0.87, -4.37], [-2.83, -1.95, -3.07]], "lumo_energy_ev": -2.90, "charge": 1, "energy_ha": -2019.03383, "e_above_lowest_kcal_mol": 38.03}